No. 1
70
Properties=species:S:1:pos:R:3:forces:R:3 method="wB97M-V/def2-TZVPD" total_charge=-1 e_homo_ha=-0.1728 lumo_energy_ev=2.5
La -0.560 -0.718 -0.411 -0.8 -0.6 0.0
C -2.318 2.645 3.080 0.0 0.1 0.1
C -1.709 1.472 2.380 0.3 -0.5 0.4
N -1.572 1.397 1.113 0.1 0.7 -0.2
N -1.867 2.578 0.423 -0.2 -1.0 -0.1
C -2.585 2.330 -0.650 -0.1 0.4 0.0
N -2.793 3.420 -1.459 0.1 -0.1 0.0
S -3.322 0.842 -1.110 0.2 0.0 0.2
C -1.115 0.359 3.190 -0.1 0.4 -0.3
C -1.075 0.423 4.579 0.0 -0.1 0.1
C -0.394 -0.561 5.278 -0.1 0.1 0.0
C 0.237 -1.566 4.573 0.0 -0.1 -0.1
C 0.145 -1.553 3.189 -0.1 0.1 0.0
N -0.528 -0.630 2.510 0.0 0.0 0.1
H -2.991 3.167 2.405 0.0 0.0 0.0
H -1.545 3.355 3.389 0.0 0.0 0.0
H -2.865 2.333 3.969 0.0 0.0 0.0
H -2.515 4.314 -1.089 0.0 0.0 0.0
H -3.569 3.376 -2.091 0.0 0.0 0.0
H -1.541 1.245 5.100 0.0 0.0 0.0
H -0.346 -0.522 6.359 0.0 0.0 0.0
H 0.808 -2.341 5.067 0.0 0.0 0.0
H 0.652 -2.288 2.582 0.0 0.0 0.1
C -1.653 -3.123 0.902 0.0 -0.1 0.1
C -0.375 -3.669 0.693 0.0 0.1 -0.1
C -0.230 -3.934 -0.689 0.1 0.3 0.2
C -1.411 -3.541 -1.328 -0.1 0.2 0.0
C -2.295 -3.020 -0.348 -0.1 -0.2 -0.2
H -2.078 -2.829 1.850 0.0 0.0 0.0
H 0.368 -3.878 1.448 0.0 -0.1 0.0
H 0.632 -4.375 -1.168 0.0 0.0 0.0
H -1.602 -3.631 -2.385 0.0 0.0 0.0
H -3.306 -2.669 -0.498 0.0 0.0 0.0
C -3.329 -1.646 -4.644 0.0 0.0 0.0
C -2.731 -0.913 -5.658 0.0 0.0 0.0
C -1.619 -0.157 -5.363 0.0 0.0 0.0
C -1.093 -0.147 -4.064 0.1 0.1 0.1
N -1.644 -0.905 -3.103 0.0 0.0 -0.2
C -2.744 -1.602 -3.396 0.1 0.1 0.1
C 0.064 0.717 -3.675 -0.3 -0.2 -0.1
C 0.629 1.579 -4.620 0.1 0.1 0.1
C 1.685 2.407 -4.272 -0.1 -0.1 0.0
C 2.175 2.367 -2.974 0.0 0.0 0.0
C 1.594 1.506 -2.050 0.1 0.0 0.0
C 0.519 0.655 -2.349 0.3 0.1 0.0
H -4.220 -2.237 -4.806 0.0 0.0 0.0
H -3.132 -0.921 -6.665 0.0 0.0 0.0
H -1.154 0.435 -6.135 0.0 0.0 0.0
H -3.185 -2.147 -2.573 0.0 0.0 0.0
H 0.256 1.634 -5.635 0.0 0.0 0.0
H 2.115 3.074 -5.010 0.0 0.0 0.0
H 3.006 3.003 -2.685 0.0 0.0 0.0
H 2.018 1.495 -1.050 0.0 0.0 0.0
C 3.696 2.307 2.871 -0.1 0.1 0.0
C 2.403 2.461 2.315 0.1 -0.1 0.0
C 1.849 1.439 1.598 0.0 0.0 0.0
C 2.520 0.202 1.378 -0.2 0.1 0.0
C 1.876 -0.856 0.634 0.3 0.1 0.1
C 2.628 -2.008 0.519 0.2 0.0 -0.1
C 3.947 -2.149 1.032 -0.2 -0.1 0.0
C 4.527 -1.139 1.737 0.0 0.1 0.0
C 3.815 0.073 1.939 0.2 -0.1 0.0
C 4.381 1.143 2.683 -0.1 -0.1 -0.1
H 4.145 3.116 3.437 0.0 0.0 0.0
H 1.855 3.386 2.448 0.0 0.0 0.0
H 0.861 1.586 1.176 0.0 -0.1 0.0
H 2.217 -2.862 -0.013 0.0 0.0 0.0
H 4.486 -3.078 0.874 0.0 0.0 0.0
H 5.527 -1.242 2.146 0.0 0.0 0.0
H 5.375 1.015 3.099 0.0 0.0 0.0



No. 2
71
Properties=species:S:1:pos:R:3:forces:R:3 method="wB97M-V/def2-TZVPD" total_charge=+3 e_homo_ha="-0.5980 / -0.5980" lumo_energy_ev="-10.9 / -10.9"
Mo -0.055 -1.108 -0.615 -0.4 0.2 -0.2
C 0.039 -4.497 3.938 2.5 2.3 -1.3
C 1.290 -3.775 3.774 -0.7 -1.9 0.8
C 1.373 -2.528 3.170 -1.1 -0.5 -0.4
C 0.217 -1.945 2.624 -1.1 -0.9 0.6
C -1.029 -2.631 2.847 0.9 2.0 -1.3
C -1.082 -3.857 3.464 -1.2 -0.6 0.8
P 0.283 -0.326 1.765 0.7 -0.2 0.7
C -0.690 0.888 2.653 -0.4 -0.6 -0.7
C -0.811 2.211 2.209 0.9 0.0 0.1
C -1.456 3.114 3.033 0.2 1.9 -2.3
C -2.137 2.713 4.137 -0.7 -0.2 1.5
C -2.039 1.403 4.574 1.1 -0.8 0.0
C -1.280 0.456 3.827 -1.5 1.6 0.6
C 1.966 0.268 1.781 -1.1 0.8 -0.2
C 2.567 1.225 2.588 -0.5 -0.3 -0.2
C 3.937 1.392 2.480 1.2 0.1 -0.8
C 4.670 0.698 1.541 0.0 -0.3 -0.6
C 3.990 -0.130 0.605 0.9 0.3 0.3
C 4.651 -0.935 -0.331 0.3 -1.2 0.1
C 4.003 -1.916 -1.057 1.2 0.2 -0.4
C 2.606 -1.969 -1.064 1.7 -0.9 -1.2
C 1.939 -1.148 -0.210 -2.4 0.7 0.5
C 2.613 -0.293 0.692 0.8 -0.3 0.8
H -0.047 -5.502 4.294 0.3 -0.2 0.5
H 2.202 -4.274 4.139 -0.4 0.5 -0.2
H 2.302 -2.036 3.062 1.0 0.3 0.0
H -1.891 -2.074 2.456 -0.1 -0.8 0.4
H -2.007 -4.380 3.722 -0.1 0.5 -0.6
H -0.268 2.553 1.313 -0.3 -0.2 0.5
H -1.470 4.193 2.734 0.0 -1.1 0.3
H -2.724 3.454 4.692 0.3 -0.4 0.0
H -2.383 1.150 5.571 -0.4 -0.2 -0.3
H -1.265 -0.582 4.090 0.2 -0.1 0.5
H 2.004 1.878 3.241 -0.1 -0.4 0.3
H 4.483 2.121 3.038 -0.1 0.3 0.7
H 5.766 0.769 1.464 -0.7 0.2 0.1
H 5.727 -0.975 -0.366 0.3 0.4 0.0
H 4.698 -2.585 -1.598 -1.1 0.2 0.0
H 2.165 -2.648 -1.784 -0.3 0.0 0.3
S -4.879 -1.611 -4.662 0.3 -0.2 0.2
C -3.863 -1.734 -3.410 0.1 -1.4 -1.9
S -3.896 -0.690 -2.135 -0.2 2.4 2.5
C -2.606 -1.339 -1.127 -1.5 1.9 0.7
C -2.031 -2.445 -1.605 1.2 -2.2 -0.7
S -0.680 -3.282 -0.779 -0.9 0.4 0.0
S -2.623 -2.952 -3.187 0.6 -0.9 0.0
S -2.087 -0.410 0.256 0.0 -0.5 -0.6
C -2.359 3.378 -1.273 -0.9 1.5 -1.2
N -1.962 2.270 -2.191 -0.6 1.8 -0.2
C -2.461 2.591 -3.613 -0.7 0.0 2.1
C -0.476 2.247 -2.160 -0.4 0.0 1.2
C 0.005 1.140 -2.968 0.4 -1.5 -1.7
C 0.351 1.392 -4.341 -0.6 1.4 2.2
C 0.775 0.400 -5.161 -0.3 -0.7 0.8
C 0.738 -0.909 -4.658 1.1 -1.8 -0.9
C 0.271 -1.259 -3.395 0.2 1.9 0.3
C -0.079 -0.195 -2.495 0.8 0.1 -0.4
H -3.442 3.404 -1.143 0.1 -0.2 0.0
H -2.109 4.300 -1.879 -0.1 -0.7 1.3
H -1.891 3.326 -0.291 0.2 -0.1 -0.3
H -2.374 1.412 -1.853 0.0 -0.6 -0.1
H -1.827 3.389 -3.944 0.0 0.3 -0.5
H -3.520 2.852 -3.573 0.2 0.3 0.2
H -2.408 1.702 -4.161 0.5 -1.1 -1.1
H -0.226 2.287 -1.093 0.3 -0.6 -0.2
H -0.170 3.197 -2.524 0.3 0.8 -0.6
H 0.355 2.418 -4.776 -0.1 -0.7 0.8
H 1.096 0.818 -6.090 0.4 -1.1 -0.9
H 1.199 -1.775 -5.193 -0.7 1.0 -0.1
H 0.326 -2.294 -3.069 -0.1 0.2 -0.3



No. 3
69
Properties=species:S:1:pos:R:3:forces:R:3 method="wB97M-V/def2-TZVPD" e_homo_ha=-0.2539 lumo_energy_ev=-0.4
C 3.256 6.366 2.043 0.3 -0.1 -0.4
N 3.967 6.634 0.792 -0.5 0.3 1.7
C 4.088 5.851 -0.287 0.6 0.0 -1.9
O 4.663 6.306 -1.266 -0.2 -0.5 0.0
C 3.476 4.432 -0.291 -0.1 -0.4 -0.1
C 4.327 3.422 0.499 0.4 -0.1 0.4
C 3.682 2.100 0.773 -0.6 0.2 0.6
C 3.667 1.044 -0.070 0.0 0.1 0.2
N 3.005 -0.014 0.521 -0.1 -1.1 -0.6
C 2.575 0.306 1.791 0.4 1.1 -0.1
C 1.918 -0.425 2.791 0.1 0.4 0.3
C 1.646 0.196 4.022 0.4 0.2 -1.1
C 2.011 1.539 4.228 0.5 0.1 -1.0
C 2.667 2.264 3.214 -0.2 -0.6 0.2
C 2.974 1.664 1.974 -0.3 -0.1 0.7
N 3.145 3.922 -1.638 -0.7 1.0 1.4
C 4.000 3.605 -2.616 1.7 -0.6 -0.9
C 3.384 3.321 -3.966 0.0 0.1 0.1
O 5.208 3.482 -2.475 -0.3 0.1 0.4
H 2.233 6.043 1.841 0.0 0.0 0.1
H 3.775 5.600 2.621 -0.1 0.0 0.1
H 3.216 7.279 2.639 0.0 -0.1 -0.2
H 4.414 7.533 0.691 0.0 -0.1 -0.1
H 2.531 4.510 0.243 -0.3 -0.1 -0.1
H 5.274 3.251 -0.011 -0.1 0.2 -0.2
H 4.584 3.860 1.462 0.0 0.2 0.1
H 4.135 1.040 -1.049 -0.2 -0.5 0.1
H 2.919 -0.924 0.092 0.0 0.2 0.2
H 1.641 -1.455 2.624 -0.1 -0.1 0.0
H 1.157 -0.358 4.812 0.0 0.0 -0.1
H 1.799 2.011 5.178 0.0 0.0 0.0
H 2.964 3.286 3.393 0.0 0.2 0.1
H 2.174 3.945 -1.898 0.0 0.1 0.1
H 2.926 4.232 -4.347 -0.2 0.0 -0.1
H 2.638 2.536 -3.872 -0.2 0.0 -0.1
H 4.170 3.000 -4.648 -0.1 0.0 0.1
O -5.802 -6.294 -4.110 -0.1 0.1 0.4
C -4.781 -5.489 -3.672 0.5 0.2 -0.5
C -3.723 -5.213 -4.542 0.7 0.6 0.4
C -2.669 -4.391 -4.138 -0.9 -0.7 -0.3
C -2.662 -3.832 -2.856 -0.2 -0.4 -0.7
C -1.616 -3.001 -2.452 0.7 1.4 2.2
C -1.609 -2.437 -1.175 0.6 -0.5 -2.1
C -2.647 -2.689 -0.252 -0.6 -0.5 -0.3
C -2.668 -2.129 1.056 0.3 0.3 0.3
C -1.664 -1.262 1.545 0.1 0.6 1.2
C -1.727 -0.732 2.836 0.3 -0.3 -1.3
C -2.786 -1.059 3.679 -1.2 -0.8 -0.1
C -3.792 -1.910 3.222 1.1 1.1 1.0
C -3.745 -2.440 1.924 -0.1 0.0 0.1
C -4.777 -3.277 1.496 -0.2 -0.6 -1.1
C -4.771 -3.823 0.214 0.1 0.9 2.0
C -5.820 -4.653 -0.197 -1.1 -1.8 -2.7
C -5.829 -5.205 -1.478 -1.2 0.5 2.8
C -4.784 -4.941 -2.376 0.2 -0.3 -1.1
C -3.718 -4.104 -1.964 0.1 -0.1 -0.3
C -3.708 -3.537 -0.666 0.8 0.4 -0.2
H -5.664 -6.540 -5.037 0.1 0.2 0.4
H -3.711 -5.635 -5.541 -0.1 0.0 0.0
H -1.855 -4.186 -4.826 -0.1 0.0 0.1
H -0.800 -2.783 -3.135 -0.1 0.0 0.0
H -0.771 -1.799 -0.932 -0.1 0.0 0.2
H -0.814 -0.965 0.944 -0.1 -0.1 -0.1
H -0.950 -0.057 3.181 0.0 -0.1 -0.1
H -2.832 -0.649 4.684 0.0 -0.1 -0.1
H -4.619 -2.155 3.882 0.0 -0.1 -0.1
H -5.599 -3.503 2.168 0.1 0.0 0.0
H -6.640 -4.874 0.479 0.1 0.1 0.0
H -6.656 -5.844 -1.773 0.2 0.1 0.0